(1)
This record from OMol25 describes a molecular structure, C4H7NS. The level of theory is ωB97M-V/def2-TZVPD.

```
13
Properties=species:S:1:pos:R:3:forces:R:3
C -1.543 -1.106 -0.272 -3.2 -0.7 0.9
C -0.041 0.812 -0.620 0.8 1.2 -3.8
C 1.218 0.758 0.229 1.6 1.0 -2.4
C 0.689 -0.553 0.715 -0.2 -2.3 1.8
H -1.680 -1.986 0.514 0.3 1.6 -2.0
H -0.627 1.577 -0.207 -1.9 0.7 0.2
H 0.083 0.991 -1.765 -0.3 -0.2 2.0
H 1.190 1.549 0.955 0.5 0.2 0.3
H 2.118 0.882 -0.529 -1.3 -0.9 2.3
H 1.253 -1.437 0.603 1.3 -0.9 -0.6
H 0.419 -0.690 1.826 -0.3 1.0 -1.5
N -0.408 -0.528 -0.301 4.0 0.3 3.0
S -2.672 -0.269 -1.148 -1.4 -1.1 0.0
```
Forces are in eV/Å.

Output
Multiplicity: 1
Frontier orbital gap: 8.860 eV
Max |F|: 5.03 eV Å⁻¹
Charge: 0

Atomic charges from the natural (NBO) analysis, expressed in e, are listed below:
1 C -0.033
2 C -0.198
3 C -0.440
4 C -0.224
5 H 0.215
6 H 0.210
7 H 0.214
8 H 0.216
9 H 0.223
10 H 0.206
11 H 0.204
12 N -0.386
13 S -0.207

***

(2)
This record from OMol25 describes C4H7NS2 in the gas phase. The level of theory is ωB97M-V/def2-TZVPD.

```
14
Properties=species:S:1:pos:R:3:forces:R:3
C 1.935 0.543 0.669 1.1 -0.1 0.1
C 0.578 0.631 0.070 -1.1 0.9 -0.1
C 0.341 0.038 -1.284 0.0 1.1 -3.6
N -0.047 -0.656 -0.132 -4.3 -1.1 3.0
C -1.763 -0.575 0.385 3.2 0.6 -0.9
S -2.196 0.585 1.421 -0.1 -0.9 -0.5
S -2.596 -1.888 -0.362 0.0 0.3 0.4
H 1.879 0.566 1.788 0.2 0.0 -0.9
H 2.551 1.390 0.274 -0.3 -0.7 0.6
H 2.397 -0.428 0.339 -0.3 1.0 0.4
H -0.086 1.487 0.453 0.9 -1.4 -0.8
H -0.455 0.399 -2.058 1.4 -0.3 1.7
H 1.239 -0.401 -1.842 -1.3 0.5 0.8
H -3.778 -1.690 0.280 0.4 0.0 -0.2
```
Forces are in eV/Å.

Output
Multiplicity: 1
Frontier orbital gap: 8.540 eV
Max |F|: 5.33 eV Å⁻¹
SMILES: C[C@H]1CN1C(=S)S
Charge: 0

Atomic charges from the natural (NBO) analysis, expressed in e, are listed below:
1 C -0.617
2 C -0.117
3 C -0.267
4 N -0.420
5 C -0.219
6 S 0.058
7 S 0.157
8 H 0.220
9 H 0.213
10 H 0.218
11 H 0.226
12 H 0.205
13 H 0.196
14 H 0.148

***

(3)
This record from OMol25 describes C4H7NS2 in the gas phase. The level of theory is ωB97M-V/def2-TZVPD.

```
14
Properties=species:S:1:pos:R:3:forces:R:3
C 1.257 -0.352 0.150 1.7 0.1 -1.3
C 0.301 0.487 -0.565 1.0 0.9 0.8
C -0.466 -1.926 1.511 2.2 -1.6 3.1
C 0.647 2.014 -0.481 -0.9 -2.0 2.6
N -0.821 0.291 -1.105 -1.0 0.1 -0.4
S 1.088 -1.443 1.330 -1.5 -0.8 -0.1
S -1.723 -1.094 -1.466 1.8 -0.7 0.3
H 2.331 -0.207 -0.135 -1.1 0.1 0.6
H -1.251 -1.713 0.895 -1.7 0.8 -1.5
H -0.672 -2.617 2.381 0.5 1.0 -1.1
H -0.332 2.376 -0.720 0.2 1.4 -0.7
H 1.569 2.316 -0.885 0.7 0.5 -1.8
H 0.882 2.269 0.580 -0.7 -0.4 -0.3
H -2.810 -0.402 -1.491 -1.4 0.6 -0.3
```
Forces are in eV/Å.

Output
Multiplicity: 1
Frontier orbital gap (spin up / spin down): 7.806 / 7.806 eV
Max |F|: 4.10 eV Å⁻¹
Charge: 0

Atomic charges from the natural (NBO) analysis, expressed in e, are listed below:
1 C -0.710
2 C 0.261
3 C -0.797
4 C -0.647
5 N -0.611
6 S 0.805
7 S 0.212
8 H 0.247
9 H 0.222
10 H 0.233
11 H 0.246
12 H 0.225
13 H 0.210
14 H 0.106

***

(4)
This record from OMol25 describes C4H7NS2 in the gas phase. The level of theory is ωB97M-V/def2-TZVPD.

```
14
Properties=species:S:1:pos:R:3:forces:R:3
S 2.710 0.177 0.103 0.3 0.2 0.0
C 1.357 -0.719 0.026 -1.0 -0.9 0.1
N 0.100 -0.222 -0.152 2.0 0.9 0.0
C -0.137 1.281 -0.173 -0.4 -1.1 -0.7
C -1.649 1.377 -0.152 -0.7 0.7 -1.9
C -2.280 0.185 0.518 0.4 -0.6 1.0
S -1.275 -1.229 -0.165 -1.0 0.7 0.1
H 1.416 -1.848 0.140 -0.4 1.4 -0.2
H 0.302 1.820 -1.066 -0.3 -1.0 1.0
H 0.265 1.706 0.721 0.7 0.1 0.5
H -1.993 2.359 0.221 0.1 -0.5 0.0
H -1.942 1.297 -1.219 -0.2 0.3 0.4
H -2.085 0.229 1.604 -0.3 -0.2 -0.3
H -3.368 0.069 0.341 0.8 -0.1 -0.1
```
Forces are in eV/Å.

Output
Multiplicity: 1
Frontier orbital gap: 8.739 eV
Max |F|: 2.19 eV Å⁻¹
SMILES: S=CN1CCCS1
Charge: 0

Atomic charges from the natural (NBO) analysis, expressed in e, are listed below:
1 S -0.142
2 C -0.087
3 N -0.560
4 C -0.216
5 C -0.441
6 C -0.507
7 S 0.403
8 H 0.208
9 H 0.230
10 H 0.214
11 H 0.231
12 H 0.209
13 H 0.213
14 H 0.243

***

no.,E_tot (eV)
1,-16584.3572
2,-27419.1126
3,-27418.1720
4,-27421.2380